Record 1
A 2-piece molecular cluster, C3H10NO2 overall. Source: the OMol25 dataset; level of theory: ωB97M-V/def2-TZVPD.

Last column: natural (NBO) charge in e.
CARTESIAN COORDINATES (ANGSTROEM)
C: -0.137 -0.363 0.161  -0.006
O: -1.154 -0.316 -0.699  -0.925
C: 0.388 0.906 0.895  -0.083
C: 0.943 0.724 2.306  -0.615
N: 1.256 1.715 0.060  -0.861
H: 0.847 -0.704 -0.276  0.074
H: -0.342 -1.074 1.005  0.075
H: -0.557 1.425 1.161  0.137
H: 2.005 0.445 2.282  0.188
H: 1.045 1.688 2.816  0.184
H: 0.313 -0.008 2.797  0.207
H: 1.050 1.605 -0.922  0.368
H: 1.168 2.708 0.243  0.337
H: -1.101 -1.430 -1.834  0.511
H: -0.753 -2.889 -1.908  0.436
O: -1.178 -2.228 -2.468  -1.028

Results
* maximum force: 2.525 eV/Å
* molecular weight: 92.1 g/mol
* E_HOMO: -3.231 eV
* DFT total energy: -8858.2421 eV
* frontier orbital gap: 0.272 Eh
* net charge: -1
* ΔE to the lowest compared entry with this formula, charge and spin: 53.2 kJ/mol

Record 2
C3H9AlNO2 as an isolated structure. Source: the OMol25 dataset; level of theory: ωB97M-V/def2-TZVPD.

Last column: natural (NBO) charge in e.
CARTESIAN COORDINATES (ANGSTROEM)
C: -1.154 -1.536 0.347  -0.620
C: -0.158 -0.564 -0.268  0.067
O: 1.134 -1.083 -0.228  -0.946
Al: 2.294 0.281 -0.157  1.495
O: 1.041 1.411 0.430  -0.931
C: -0.209 0.831 0.450  0.248
N: -1.203 1.741 -0.153  -0.856
H: -0.801 -1.800 1.346  0.203
H: -1.214 -2.452 -0.245  0.198
H: -2.157 -1.105 0.423  0.180
H: -0.461 -0.382 -1.320  0.118
H: 3.513 0.126 0.894  -0.467
H: 2.856 0.622 -1.648  -0.478
H: -0.546 0.674 1.492  0.110
H: -2.082 1.249 -0.287  0.331
H: -0.853 1.987 -1.075  0.347

Results
* maximum force: 0.324 eV/Å
* molecular weight: 118.1 g/mol
* E_HOMO: -4.596 eV
* DFT total energy: -15442.4929 eV
* frontier orbital gap: 0.316 Eh
* net charge: -1

Record 3
C2H2O2 in the gas phase. Source: the OMol25 dataset; level of theory: ωB97M-V/def2-TZVPD.

Last column: natural (NBO) charge in e.
CARTESIAN COORDINATES (ANGSTROEM)
O: 1.857 0.031 -0.095  -0.482
C: 0.672 -0.319 0.072  0.329
C: -0.704 0.491 0.073  0.327
O: -1.595 -0.346 -0.100  -0.456
H: 0.432 -1.367 0.131  0.129
H: -0.662 1.509 -0.081  0.152

Results
* maximum force: 6.335 eV/Å
* molecular weight: 58.0 g/mol
* SMILES: O=CC=O
* E_HOMO: -10.259 eV
* DFT total energy: -6199.3845 eV
* frontier orbital gap: 0.342 Eh
* ΔE to the lowest compared entry with this formula, charge and spin: 64.6 kJ/mol

Record 4
C37H32ClF3N2OSm as an isolated structure. Source: the OMol25 dataset; level of theory: ωB97M-V/def2-TZVPD.

Last column: Mulliken spin population.
CARTESIAN COORDINATES (ANGSTROEM)
Sm: -0.070 -1.072 -0.339  5.031
Cl: 1.921 0.263 6.392  0.000
C: 1.126 -0.304 4.960  -0.001
C: 1.026 -1.681 4.725  0.001
C: 0.390 -2.157 3.604  -0.005
C: -0.150 -1.275 2.662  0.002
O: -0.756 -1.747 1.572  -0.008
C: -0.038 0.108 2.894  0.001
C: -0.593 1.102 2.004  -0.001
N: -0.973 0.884 0.793  -0.006
C: -1.582 1.916 0.040  -0.011
C: -2.444 2.836 0.558  -0.001
C: -2.981 3.862 -0.258  0.000
C: -2.629 3.957 -1.570  0.000
C: -1.737 3.007 -2.133  -0.002
C: -1.262 3.094 -3.462  0.001
C: -0.367 2.176 -3.927  0.000
C: 0.016 1.122 -3.077  0.002
N: -0.413 0.993 -1.842  0.004
C: -1.247 1.959 -1.340  0.006
C: 0.590 0.579 4.065  0.001
H: 1.458 -2.370 5.440  0.000
H: 0.312 -3.220 3.417  0.000
H: -0.652 2.120 2.399  -0.001
H: -2.738 2.772 1.599  0.000
H: -3.665 4.578 0.175  0.000
H: -3.015 4.753 -2.195  0.000
H: -1.606 3.904 -4.094  0.000
H: 0.035 2.230 -4.928  0.000
H: 0.690 0.355 -3.444  -0.001
H: 0.655 1.645 4.247  0.000
C: -3.168 -2.994 -0.032  -0.004
C: -2.323 -2.588 -1.220  -0.010
C: -2.766 -1.588 -2.100  0.011
C: -3.958 -0.732 -1.741  0.000
C: -2.114 -1.405 -3.326  0.002
C: -2.748 -0.496 -4.351  0.000
C: -0.916 -2.083 -3.597  0.005
C: -0.166 -1.803 -4.878  -0.002
C: -0.426 -3.039 -2.686  0.000
C: 0.809 -3.855 -2.992  0.000
C: -1.152 -3.309 -1.514  -0.004
C: -0.724 -4.411 -0.568  0.004
H: -4.165 -2.569 -0.092  0.000
H: -2.733 -2.715 0.928  0.001
H: -3.280 -4.079 -0.023  0.000
H: -4.903 -1.209 -2.015  0.000
H: -3.922 0.232 -2.244  0.000
H: -3.996 -0.540 -0.670  0.000
H: -3.833 -0.544 -4.286  0.000
H: -2.476 -0.778 -5.365  0.000
H: -2.468 0.552 -4.212  0.000
H: -0.347 -2.578 -5.628  0.000
H: 0.910 -1.771 -4.716  0.000
H: -0.456 -0.852 -5.319  0.000
H: 1.565 -3.752 -2.211  0.001
H: 1.267 -3.581 -3.936  0.000
H: 0.551 -4.914 -3.058  0.000
H: -1.476 -5.204 -0.574  0.000
H: -0.647 -4.064 0.464  -0.001
H: 0.231 -4.846 -0.840  0.000
F: 7.258 -6.139 3.583  0.000
C: 5.982 -6.136 4.010  0.000
F: 5.574 -7.412 4.081  0.000
F: 5.989 -5.645 5.264  0.000
C: 5.108 -5.307 3.105  -0.001
C: 5.477 -3.990 2.861  0.000
C: 4.693 -3.194 2.049  0.000
C: 3.528 -3.709 1.473  -0.002
C: 3.171 -5.034 1.721  -0.001
C: 3.960 -5.832 2.536  0.000
C: 2.713 -2.854 0.653  0.013
C: 2.048 -2.064 0.000  -0.022
H: 6.380 -3.590 3.303  0.000
H: 4.971 -2.167 1.851  0.000
H: 2.272 -5.435 1.269  0.000
H: 3.685 -6.860 2.725  0.000

Results
* maximum force: 0.698 eV/Å
* multiplicity: 6
* molecular weight: 763.5 g/mol
* E_HOMO (spin up / spin down): -10.782 / -10.779 eV
* <S²>: 8.760
* DFT total energy: -82491.9814 eV
* frontier orbital gap (spin up / spin down): 0.264 / 0.264 Eh
* net charge: +1

Record 5
A 2-piece molecular cluster, C7H13N3O overall. Source: the OMol25 dataset; level of theory: ωB97M-V/def2-TZVPD.

Last column: natural (NBO) charge in e.
CARTESIAN COORDINATES (ANGSTROEM)
C: 0.264 -3.180 0.474  -0.638
C: -0.996 -2.571 -0.027  0.083
C: -2.230 -3.121 -0.166  -0.107
N: -3.021 -2.246 -0.889  -0.533
C: -2.173 -1.187 -1.168  0.152
N: -0.928 -1.399 -0.795  -0.450
H: 0.464 -4.027 -0.209  0.222
H: 0.161 -3.594 1.479  0.218
H: 1.096 -2.484 0.446  0.234
H: -2.643 -4.015 0.278  0.211
H: -4.021 -2.320 -0.922  0.420
H: -2.495 -0.642 -2.057  0.190
C: 1.809 1.787 1.572  -0.603
C: 0.832 2.644 0.754  -0.512
C: 1.541 3.406 -0.283  0.660
N: 1.285 3.065 -1.572  -0.813
O: 2.293 4.353 -0.064  -0.626
H: 1.859 2.213 2.581  0.213
H: 2.825 1.723 1.189  0.223
H: 1.383 0.801 1.754  0.211
H: 0.118 1.890 0.331  0.210
H: 0.069 3.188 1.358  0.242
H: 1.771 3.483 -2.343  0.404
H: 0.736 2.234 -1.722  0.389

Results
* maximum force: 3.086 eV/Å
* molecular weight: 155.2 g/mol
* SMILES: Cc1c[nH]cn1.CCC(N)=O
* E_HOMO: -8.867 eV
* DFT total energy: -13987.4520 eV
* frontier orbital gap: 0.352 Eh
* ΔE to the lowest compared entry with this formula, charge and spin: 87.9 kJ/mol

Record 6
C18H13ClN4O3 in the gas phase. Source: the OMol25 dataset; level of theory: ωB97M-V/def2-TZVPD.

Last column: natural (NBO) charge in e.
CARTESIAN COORDINATES (ANGSTROEM)
O: -6.363 3.649 -2.893  -0.398
N: -5.841 2.544 -3.129  0.514
O: -6.205 1.827 -3.995  -0.343
C: -4.619 2.212 -2.523  -0.014
C: -3.893 3.259 -1.762  -0.120
C: -2.499 2.927 -1.485  -0.199
C: -1.890 1.669 -1.622  -0.036
C: -0.434 1.447 -1.397  0.173
C: 0.444 2.325 -0.690  -0.254
C: 1.830 1.883 -0.264  0.232
O: 2.251 2.440 1.025  -0.713
N: 1.930 0.435 -0.154  -0.182
N: 2.777 -0.201 0.657  -0.319
C: 2.258 -1.444 0.818  0.167
C: 2.546 -2.368 1.925  -0.058
C: 1.723 -3.485 2.296  -0.191
C: 1.942 -4.231 3.483  -0.203
C: 3.062 -3.955 4.179  -0.226
C: 3.963 -2.935 3.796  -0.063
Cl: 5.265 -2.493 4.742  0.047
C: 3.723 -2.174 2.680  -0.205
C: 1.360 -1.713 -0.304  -0.367
C: 1.104 -0.413 -0.835  0.338
N: 0.049 0.105 -1.548  -0.594
C: -2.724 0.616 -2.228  -0.214
C: -3.995 1.028 -2.701  -0.121
H: -4.358 4.182 -1.554  0.248
H: -1.834 3.712 -1.149  0.222
H: 0.209 3.393 -0.477  0.239
H: 2.514 2.063 -1.003  0.169
H: 2.538 1.689 1.556  0.499
H: 0.795 -3.665 1.718  0.210
H: 1.235 -5.011 3.754  0.226
H: 3.263 -4.591 5.015  0.222
H: 4.482 -1.487 2.306  0.238
H: 0.877 -2.653 -0.482  0.227
H: -0.561 -0.543 -2.006  0.406
H: -2.389 -0.360 -2.425  0.206
H: -4.535 0.318 -3.325  0.235

Results
* maximum force: 6.398 eV/Å
* molecular weight: 368.8 g/mol
* SMILES: O=[N+]([O-])c1ccc(C2=C[C@@H](O)n3nc(-c4cccc(Cl)c4)cc3N2)cc1
* E_HOMO: -8.316 eV
* DFT total energy: -43496.4301 eV
* frontier orbital gap: 0.256 Eh
* ΔE to the lowest compared entry with this formula, charge and spin: 227.1 kJ/mol